15
Properties=species:S:1:pos:R:3:forces:R:3 method="wB97M-V/def2-TZVPD" total_energy_ha=-362.29870 multiplicity=2 total_charge=0 lumo_ev="0.64 / -1.69" homo_energy_ev="-9.928 / -9.857" e_above_lowest_kcal_mol=59.3 homo_lumo_gap_ev="10.6 / 8.2"
C -0.4631 2.0926 -0.4985 0.927 -1.431 -0.403
O -1.7228 2.4332 -0.1940 -0.208 0.460 -0.076
C -0.2040 0.5868 -0.7276 0.321 0.041 -0.548
C -0.3808 -0.2499 0.5207 0.606 -0.049 0.959
C 0.1086 -1.7061 0.3595 -4.327 2.637 -3.958
N 1.4775 -1.7011 0.3981 0.347 -2.160 3.520
O -0.6806 -2.5778 0.0908 0.221 -1.103 0.168
H -0.1099 2.5294 -1.4583 -0.609 0.549 0.188
H 0.2859 2.4676 0.2272 -0.321 0.198 0.075
H 0.8344 0.5590 -1.0765 0.081 -0.288 0.201
H -0.7829 0.1784 -1.5624 -0.264 0.264 0.148
H 0.2950 0.1799 1.2717 -0.337 0.204 0.122
H -1.4044 -0.2088 0.8899 -0.011 -0.154 -0.098
H 1.8025 -2.6782 0.3661 0.117 0.069 -0.976
H 0.9445 -1.9051 1.3932 3.458 0.764 0.676



15
Properties=species:S:1:pos:R:3:forces:R:3 method="wB97M-V/def2-TZVPD" total_energy_ha=-362.24940 multiplicity=2 total_charge=0 lumo_ev="0.62 / -3.92" homo_energy_ev="-7.765 / -7.761" e_above_lowest_kcal_mol=90.3 homo_lumo_gap_ev="8.4 / 3.8"
C -0.0689 -0.5146 -1.2125 0.029 0.145 -0.251
C -0.5604 0.8993 -1.4184 -1.016 0.494 1.134
C -1.0523 1.6839 -0.2002 -0.894 -0.915 0.076
N -0.5369 1.5193 -2.5588 0.848 0.135 0.709
C 1.2851 -2.0181 2.6515 -0.007 -0.249 0.069
O 1.0317 -2.0418 1.4900 -0.193 0.118 -0.857
O 1.0715 -1.2568 3.6374 0.164 -0.055 0.366
H -0.9421 -1.1035 -0.8940 0.305 0.058 0.079
H 0.7109 -0.5724 -0.4413 -0.298 -0.146 -0.167
H 0.2660 -0.8797 -2.1913 0.067 -0.065 0.395
H 0.4915 1.4782 -2.1569 0.511 -0.003 -1.977
H -1.0985 1.1277 0.7405 0.167 -0.043 -0.098
H -0.3964 2.5369 -0.1012 0.070 0.240 0.081
H -2.0620 2.0446 -0.4210 0.192 0.120 -0.044
H 1.8608 -2.9027 3.0762 0.057 0.166 0.485



15
Properties=species:S:1:pos:R:3:forces:R:3 method="wB97M-V/def2-TZVPD" total_energy_ha=-362.05902 total_charge=+1 lumo_ev=-3.60 homo_energy_ev=-13.507 e_above_lowest_kcal_mol=96.9 homo_lumo_gap_ev=9.9
C 2.5546 1.8465 1.6428 -5.450 -5.179 -2.952
C 1.7032 1.0346 1.2261 3.821 4.558 1.684
C 0.6659 0.0618 1.1234 -1.104 -0.232 -0.795
C 0.9788 -0.8401 -0.1445 0.751 -2.085 3.885
N -2.1862 -0.6935 -1.7978 2.285 -1.996 -0.469
O -0.7396 0.5769 0.9249 1.529 0.612 0.519
O 0.3841 -1.0726 -1.1573 -0.463 0.761 -0.520
H 3.1170 2.5258 2.1091 2.195 2.243 1.222
H 1.0537 -0.4924 2.1687 -2.375 0.415 -2.575
H 1.7623 -1.5747 0.2231 0.118 0.834 -1.064
H -2.3458 0.3029 -1.8625 -0.472 0.064 -0.308
H -2.2484 -1.2566 -2.6750 -0.446 1.159 0.403
H -2.7668 -1.1755 -1.1108 0.046 0.460 0.170
H -0.8406 1.5868 0.8809 0.996 -2.117 0.461
H -1.0921 -0.8297 -1.5511 -1.430 0.501 0.339



15
Properties=species:S:1:pos:R:3:forces:R:3 method="wB97M-V/def2-TZVPD" total_energy_ha=-362.02636 total_charge=+1 lumo_ev=-4.19 homo_energy_ev=-13.920 e_above_lowest_kcal_mol=117.4 homo_lumo_gap_ev=9.7 smiles="CO[C@@]1(O)C=C1[NH3+]"
C 0.8623 0.6609 -0.4635 0.510 -0.363 1.058
C 0.9527 -0.5475 0.0335 -3.097 1.531 -2.586
C -0.2355 -0.2127 -0.9126 0.045 -1.997 -1.117
C -2.2226 1.0742 -0.5679 -0.438 -2.080 -1.369
N 1.6117 -1.5823 0.7822 -3.090 0.135 -1.356
O -0.1341 -0.6169 -2.2501 1.934 0.788 -0.555
O -1.5457 -0.2147 -0.5637 0.654 0.397 1.007
H 1.3144 1.6293 -0.4801 0.118 0.399 -0.235
H -2.0428 1.5937 -1.5459 -0.936 -0.637 0.694
H -1.8327 1.6699 0.1829 0.778 1.274 1.689
H -3.2040 0.6702 -0.2491 0.048 1.336 -0.874
H 1.4319 -2.4065 0.1460 0.405 0.295 1.495
H 0.9922 -1.5268 1.6445 1.834 -1.028 -0.403
H 2.5609 -1.3106 0.7440 1.807 -0.202 1.269
H -0.6432 -1.2888 -2.7258 -0.572 0.152 1.283



16
Properties=species:S:1:pos:R:3:forces:R:3 method="wB97M-V/def2-TZVPD" total_energy_ha=-437.79707 total_charge=-1 lumo_ev=3.89 homo_energy_ev=-4.693 e_above_lowest_kcal_mol=5.3 homo_lumo_gap_ev=8.6
C 1.5017 2.3881 1.7282 0.415 -1.299 -0.257
C 1.4987 1.1904 0.7181 -0.317 0.750 -0.040
O 1.2759 1.4979 -0.4762 -0.037 0.132 -0.141
O 1.7027 0.0475 1.1765 -0.041 -0.314 0.231
H 2.1165 3.1652 1.2865 0.028 0.267 0.187
H 1.9235 1.9679 2.6423 0.045 0.474 0.166
H 0.4951 2.7510 1.9151 -0.117 0.049 -0.111
C -1.9027 -2.4245 -0.1635 0.140 -0.537 -0.197
C -1.5192 -1.1906 -0.9641 0.439 -0.752 0.410
O -2.3154 -0.6790 -1.7289 -0.540 0.420 -0.289
N -0.2378 -0.8130 -0.8437 0.325 1.072 0.048
H 0.0034 0.1529 -1.1057 0.040 -0.388 -0.221
H 0.3744 -1.0452 -0.0633 -0.285 -0.278 0.061
H -2.5630 -3.0361 -0.7783 -0.112 0.085 0.043
H -2.4112 -2.2026 0.7723 -0.025 0.267 -0.010
H -1.0217 -3.0253 0.0629 0.041 0.050 0.121



16
Properties=species:S:1:pos:R:3:forces:R:3 method="wB97M-V/def2-TZVPD" total_energy_ha=-437.76869 total_charge=-1 lumo_ev=4.11 homo_energy_ev=-4.714 e_above_lowest_kcal_mol=23.1 homo_lumo_gap_ev=8.8
C 1.5700 0.3372 -2.6644 1.369 -1.445 0.722
C 0.7166 0.0026 -1.4141 3.301 2.251 0.481
O -0.4340 -0.2803 -1.5104 -3.933 -1.339 -1.170
O 1.3127 0.1763 -0.3014 1.024 -0.094 -0.773
H 1.0499 0.7018 -3.5344 -0.318 -0.113 -0.227
H 2.1838 -0.5783 -2.8730 -0.862 0.349 -0.346
H 2.3859 0.9873 -2.3771 -0.150 0.705 0.138
C -1.9282 0.3943 1.3465 0.998 1.564 -0.013
C -0.9266 -0.3032 2.2163 1.090 -2.255 0.419
O -1.1119 -0.4615 3.4111 -0.687 0.701 1.473
N 0.0883 -0.9529 1.6101 1.623 -0.069 -2.557
H 0.9853 -1.3618 1.9526 -1.821 0.700 1.071
H 0.4164 -0.6157 0.6386 -0.776 0.116 1.068
H -1.6688 1.4732 1.3990 -0.307 -0.281 0.373
H -2.9104 0.2553 1.8133 0.148 -0.093 -0.674
H -1.7290 0.2257 0.2872 -0.699 -0.697 0.016



16
Properties=species:S:1:pos:R:3:forces:R:3 method="wB97M-V/def2-TZVPD" total_energy_ha=-437.76852 total_charge=-1 lumo_ev=4.01 homo_energy_ev=-4.377 e_above_lowest_kcal_mol=23.2 homo_lumo_gap_ev=8.4
C -0.2222 -2.5942 -0.0890 0.344 -0.152 -0.920
C 1.0213 -2.0946 0.5971 -0.008 1.305 1.514
O 1.8100 -2.8045 1.1409 2.184 -3.987 0.790
N 1.1833 -0.8040 0.8719 -5.257 0.961 -4.496
H 1.8410 -0.4124 1.4166 2.740 0.920 2.077
H 0.5536 -0.1981 0.3243 0.318 0.560 0.564
H -0.8492 -2.9978 0.7496 0.360 0.281 -1.025
H 0.1076 -3.4259 -0.8140 -0.783 1.233 1.143
H -0.6908 -1.7261 -0.6073 -0.076 -0.862 0.237
C -1.4474 3.1101 -1.3667 3.857 0.178 0.614
C -0.8114 1.9558 -0.5646 -0.588 -0.509 1.527
O -0.7019 0.7914 -1.0353 0.151 0.314 -0.758
O -0.5802 2.2476 0.6354 0.334 0.288 -0.295
H -1.5945 2.8977 -2.3630 -0.280 -0.603 -2.355
H -0.7869 4.0069 -1.2706 -0.440 -0.637 -0.089
H -2.3279 3.3452 -0.9273 -2.855 0.711 1.473



16
Properties=species:S:1:pos:R:3:forces:R:3 method="wB97M-V/def2-TZVPD" total_energy_ha=-437.73775 total_charge=-1 lumo_ev=4.09 homo_energy_ev=-4.426 e_above_lowest_kcal_mol=42.5 homo_lumo_gap_ev=8.5
C 0.9130 0.6368 -1.6391 -5.753 1.026 3.592
C 2.1004 -0.1772 -1.4772 -0.112 -0.670 3.572
O 3.1118 -0.0404 -2.1252 0.759 -0.494 -1.217
N 2.0376 -0.9337 -0.2990 1.656 -0.150 -2.417
H 2.6944 -1.6707 -0.1755 0.679 -0.117 -0.137
H 1.3764 -0.8171 0.4310 -1.719 0.388 0.331
H 0.5550 1.1069 -0.5266 1.634 -1.134 -2.594
H -0.1909 0.1430 -1.6786 2.844 0.343 -0.560
H 0.9673 1.4688 -2.2834 0.345 0.643 -1.080
C -2.3784 0.3537 1.7788 -0.260 -0.672 0.394
C -1.3221 -0.2900 0.9574 3.707 -1.435 1.806
O -0.0362 -0.2399 1.1731 -2.002 1.626 0.941
O -1.7851 -1.0800 0.1777 -1.470 -1.817 -3.180
H -2.6573 1.1949 1.2591 -0.668 2.502 -1.124
H -2.1387 0.6373 2.7721 0.288 0.049 1.002
H -3.2472 -0.2924 1.6554 0.073 -0.085 0.671



17
Properties=species:S:1:pos:R:3:forces:R:3 method="wB97M-V/def2-TZVPD" total_energy_ha=-512.96128 total_charge=-1 lumo_ev=3.55 homo_energy_ev=-4.515 e_above_lowest_kcal_mol=60.6 homo_lumo_gap_ev=8.1
C -0.9776 -1.4536 0.9693 0.035 -0.157 -0.556
N -0.3387 -1.1317 -0.2258 1.167 -3.460 1.224
C 0.3678 -2.2749 -0.9101 1.094 2.538 -0.312
C 0.2439 0.1890 -0.3880 0.424 -0.378 -1.583
C 0.4867 1.0770 0.8131 0.897 1.982 0.117
O -0.3050 1.2662 1.7402 -1.199 -1.102 0.523
O 1.5023 1.7926 0.6405 0.941 0.036 -0.443
O -1.1580 -2.5428 1.4844 0.536 -1.159 -0.885
H -1.4279 -0.6590 1.4984 -0.105 1.776 0.037
H 0.5850 -2.0665 -1.9993 -0.282 0.454 1.116
H 1.3763 -2.4550 -0.4339 -1.247 -0.374 -0.277
H -0.3426 -3.0395 -0.9585 -0.495 -1.767 0.553
H 1.2295 0.2101 -1.0130 -1.928 -0.505 1.161
H -0.5837 0.5337 -0.9797 0.202 2.005 -0.624
H -0.0683 3.4612 0.6671 0.853 -0.837 1.158
H -0.1004 3.3616 -0.7805 4.245 -3.942 -6.413
O -0.4894 3.7316 -0.1242 -5.141 4.891 5.205



18
Properties=species:S:1:pos:R:3:forces:R:3 method="wB97M-V/def2-TZVPD" total_energy_ha=-854.13404 total_charge=0 lumo_ev="-1.27 / -0.97" homo_energy_ev="-7.811 / -7.969" e_above_lowest_kcal_mol=145.0 homo_lumo_gap_ev="6.5 / 7.0"
C -1.0775 -0.9634 2.3948 -3.203 -1.331 -1.685
C -0.6615 -1.7953 1.3775 -1.164 1.372 2.618
C -1.4008 -1.9267 0.2398 -2.699 -0.053 -5.151
C -0.5167 2.2864 -0.1247 -0.165 -0.282 -2.308
N 2.0540 0.2417 -2.5660 0.895 -0.464 -1.183
O -2.2285 -2.2265 -0.5617 2.848 0.907 3.175
O 1.9629 -0.5574 0.0555 0.657 -0.737 0.971
O 0.0068 1.0877 0.3747 0.236 -1.358 1.493
O 0.8394 0.4948 -1.9190 -1.382 -0.474 0.203
P 0.6127 -0.2116 -0.4053 -1.011 1.422 -1.504
H -0.4541 -0.8628 3.1974 1.651 0.581 1.830
H -2.1721 -0.5735 2.5582 2.395 -0.770 -0.871
H 0.3168 -2.1814 1.2395 0.921 -0.340 0.429
H -0.7330 3.0709 0.5883 0.863 -0.128 0.797
H -1.5507 2.0827 -0.5058 0.957 0.197 -0.552
H 0.2786 2.5452 -0.8814 -1.628 0.731 0.334
H 2.7003 0.0589 -1.8056 0.308 -0.394 -0.235
H 2.0233 -0.5697 -3.2563 -0.479 1.119 1.640



15
Properties=species:S:1:pos:R:3:forces:R:3 method="wB97M-V/def2-TZVPD" total_energy_ha=-685.37596 total_charge=-1 lumo_ev=3.78 homo_energy_ev=-2.704 e_above_lowest_kcal_mol=50.3 homo_lumo_gap_ev=6.5 smiles="CN[C@@H](C=O)C[S-]"
C 0.1923 1.9204 -0.4351 0.250 -2.762 -3.070
N 0.9861 0.7936 0.1688 -1.673 0.351 -0.176
C 0.2914 -0.4977 -0.1915 -0.405 -0.782 2.016
C -1.2872 -0.5838 0.1358 1.869 0.615 -1.881
S -1.8217 -2.2617 -0.2198 -0.674 -0.224 0.063
C 1.0189 -1.6096 0.6042 -0.135 1.365 -0.368
O 2.1752 -1.4341 0.9220 0.038 -0.809 0.401
H -0.1031 1.3614 -1.3860 -0.117 1.034 0.698
H 0.7615 2.7125 -0.9176 0.383 0.448 1.002
H -0.7784 2.2058 -0.0560 0.050 0.290 0.803
H 0.8780 0.8099 1.1869 0.394 0.273 -0.286
H 0.4425 -0.8697 -1.2070 -0.069 0.741 -0.420
H -1.7477 0.1477 -0.5733 0.008 -0.509 0.703
H -1.3996 -0.1996 1.1426 -0.292 -0.089 0.479
H 0.3918 -2.4949 0.8258 0.373 0.058 0.035



15
Properties=species:S:1:pos:R:3:forces:R:3 method="wB97M-V/def2-TZVPD" total_energy_ha=-685.42903 total_charge=-1 lumo_ev=3.69 homo_energy_ev=-2.690 e_above_lowest_kcal_mol=17.0 homo_lumo_gap_ev=6.4 smiles="O=CNCCC[S-]"
C 0.6702 -0.4483 -0.1712 -0.032 0.386 -1.677
N 0.0060 -0.5800 1.1129 0.543 -0.877 -0.739
C 0.3225 -1.4671 2.0636 -0.291 0.138 1.683
O 0.1006 -1.2842 3.2612 -0.136 -0.020 -0.369
C -0.2867 0.0020 -1.2885 -1.311 1.739 1.785
C -0.7465 1.5004 -1.0444 1.726 -0.653 -0.447
S 0.6912 2.6300 -1.3182 -0.446 -0.078 0.041
H 1.4094 0.3605 -0.1391 0.251 -0.253 0.183
H 1.1267 -1.3768 -0.5112 0.163 -0.224 0.576
H -0.3868 0.2693 1.4465 -0.265 0.621 0.475
H 0.7598 -2.4444 1.8212 0.176 0.223 -0.938
H 0.1691 0.1048 -2.2686 0.058 -0.868 -0.095
H -1.2349 -0.5495 -1.1709 0.412 -0.541 -0.745
H -1.5328 1.6607 -1.7822 -0.252 0.341 0.338
H -1.0679 1.6226 -0.0111 -0.595 0.067 -0.071